w.
Entry from the OMol25 dataset: one molecule with the formula C17H27N3O2 (ωB97M-V/def2-TZVPD).

Output
gap between HOMO and LUMO = 9.516 eV
structure (SMILES) = CCCCCCCCCCNC(=O)C(=O)Nc1ccccn1
LUMO = 0.49 eV
charge = 0

Each line ends with the Löwdin charge.
Cartesian coordinates (Å):
C: 5.32393 4.11325 -0.79766  -0.122
C: 4.36184 2.93988 -0.93674  -0.280
C: 4.45547 1.98386 0.24992  -0.239
C: 3.49378 0.80549 0.11682  -0.225
C: 3.60685 -0.15525 1.29898  -0.219
C: 2.55635 -1.26588 1.27294  -0.216
C: 2.76098 -2.25155 0.12386  -0.220
C: 1.84373 -3.47368 0.20543  -0.213
C: 0.35101 -3.14619 0.25024  -0.189
H: 0.12182 -2.58385 1.15620  0.111
H: -0.21283 -4.08197 0.29021  0.112
C: -0.11595 -2.33863 -0.96222  -0.171
N: -1.52999 -2.06211 -0.89540  0.081
C: -2.03717 -0.87786 -0.54753  -0.406
O: -1.40947 0.14287 -0.32307  0.066
C: -3.57008 -0.90888 -0.46728  -0.366
O: -4.19748 -1.93190 -0.67153  0.076
N: -4.05397 0.30611 -0.14753  0.163
C: -5.36572 0.72390 0.03287  -0.285
N: -5.47945 2.00718 0.35539  0.117
C: -6.68900 2.50017 0.54862  -0.146
C: -7.84549 1.74607 0.43172  -0.074
C: -7.71979 0.40551 0.09404  -0.064
C: -6.46097 -0.12778 -0.11195  0.005
H: -6.31488 -1.16158 -0.37516  0.098
H: -8.59494 -0.21929 -0.00815  0.107
H: -8.81303 2.19174 0.59897  0.098
H: -6.72348 3.54968 0.80916  0.105
H: -3.34392 1.02618 -0.01508  0.148
H: -2.19528 -2.81872 -0.99907  0.144
H: 0.38339 -1.36853 -0.98833  0.114
H: 0.10064 -2.88308 -1.88602  0.132
H: 2.09243 -4.04403 1.10345  0.110
H: 2.04038 -4.11551 -0.65708  0.109
H: 2.60736 -1.74533 -0.82905  0.099
H: 3.79548 -2.60396 0.14243  0.115
H: 1.56994 -0.80596 1.19784  0.105
H: 2.60085 -1.81463 2.21734  0.116
H: 4.60618 -0.59757 1.31389  0.113
H: 3.48608 0.41494 2.22344  0.111
H: 3.71140 0.27580 -0.81255  0.109
H: 2.46957 1.18064 0.05551  0.120
H: 5.47869 1.60782 0.32976  0.116
H: 4.23282 2.53026 1.16963  0.115
H: 4.58540 2.39526 -1.85719  0.107
H: 3.33932 3.31571 -1.01558  0.108
H: 6.35102 3.75927 -0.73658  0.069
H: 5.10471 4.68092 0.10413  0.069
H: 5.24146 4.78122 -1.65205  0.065

---

x.
Entry from the OMol25 dataset: one molecule with the formula C17H27N3O2 (ωB97M-V/def2-TZVPD).

Output
gap between HOMO and LUMO = 8.758 eV
structure (SMILES) = CC(=O)c1c(C)[nH]c(C(=O)NCCN2CCC(C)CC2)c1C
LUMO = 0.44 eV
charge = 0

Each line ends with the Löwdin charge.
Cartesian coordinates (Å):
C: -6.44553 -1.59034 0.30438  -0.008
C: -5.12930 -2.22524 -0.07089  -0.395
O: -5.08274 -3.38403 -0.44195  0.063
C: -3.92072 -1.40988 0.02083  -0.070
C: -2.67251 -1.90869 -0.35687  -0.223
N: -1.75570 -0.94774 -0.14200  0.129
C: -2.36440 0.19228 0.34304  -0.124
C: -3.71732 -0.06316 0.45347  -0.137
C: -4.70780 0.92366 0.96140  -0.028
H: -5.19589 0.56203 1.86512  0.082
H: -5.47394 1.12416 0.21534  0.082
H: -4.19598 1.85575 1.18299  0.068
C: -1.61575 1.41026 0.67261  -0.428
O: -2.10701 2.52523 0.68806  0.061
N: -0.30164 1.19690 0.96464  0.061
H: 0.04180 0.25783 1.07210  0.113
C: 0.61002 2.28320 1.23070  -0.150
H: -0.00843 3.15946 1.43986  0.119
C: 1.52146 2.60712 0.02516  -0.169
N: 2.60924 1.70174 -0.25447  -0.178
C: 3.64822 1.63982 0.75066  -0.199
C: 4.90794 1.03317 0.13564  -0.156
C: 4.61949 -0.36589 -0.40862  -0.399
C: 5.85168 -0.96470 -1.07824  -0.075
H: 5.63712 -1.96307 -1.45299  0.075
H: 6.67533 -1.03250 -0.37125  0.076
H: 6.16734 -0.34476 -1.91433  0.080
C: 3.44756 -0.27145 -1.38573  -0.155
C: 2.24426 0.37930 -0.70529  -0.212
H: 1.41630 0.46934 -1.41366  0.121
H: 1.92531 -0.27392 0.13257  0.112
H: 3.17462 -1.26458 -1.74879  0.115
H: 3.73966 0.33992 -2.24038  0.124
H: 4.32622 -1.01264 0.42786  0.140
H: 5.69871 0.99207 0.88675  0.116
H: 5.24143 1.67359 -0.68209  0.123
H: 3.85586 2.65419 1.09854  0.123
H: 3.34743 1.03137 1.62445  0.122
H: 0.89435 2.66566 -0.86906  0.126
H: 1.96003 3.59432 0.19394  0.119
H: 1.21332 2.05115 2.11203  0.117
H: -0.78839 -1.01756 -0.41715  0.149
C: -2.30534 -3.23440 -0.90500  -0.013
H: -1.24686 -3.27023 -1.15767  0.077
H: -2.90095 -3.45037 -1.79005  0.089
H: -2.53380 -4.01535 -0.18114  0.091
H: -7.23996 -2.32100 0.17200  0.084
H: -6.63973 -0.72765 -0.32715  0.082
H: -6.42499 -1.26438 1.34063  0.080

---

The relative energies come out as w 0.0; x 16.2, with values in kcal/mol.